Molecular formula: C2H2ClN3O
Method: DFT, wB97M-V/def2-TZVPD

Each line ends with the natural charge from an NBO analysis.
Atoms and positions in Å:
Cl 2.56571 0.09661 0.94598  0.10
O -0.98422 1.61211 1.98973  -0.45
N -0.20311 -0.17031 0.63940  -0.07
N -1.02922 -0.40364 -0.35678  -0.30
N 1.07674 -0.76287 -1.05390  -0.49
C -0.28537 -0.85481 -1.30117  0.26
C 1.08532 -0.26439 0.12553  0.31
H -0.84512 -1.18317 -2.14919  0.21
H -1.38074 1.93047 1.16041  0.42

Net charge   0
Frontier orbital gap (spin up / spin down)   0.2679 / 0.3419 Eh
DFT total energy   -21141.084 eV



Molecular formula: C4H4O3
Method: DFT, wB97M-V/def2-TZVPD

Each line ends with the natural charge from an NBO analysis.
Atoms and positions in Å:
O -1.28417 0.29386 -0.74394  -0.44
O 1.37685 0.76619 -1.91815  -0.46
O 1.15496 -1.98191 0.53669  -0.49
C -1.04490 0.74787 0.57461  -0.08
C -0.04104 -0.03622 -0.16349  -0.03
C 1.19505 0.63301 -0.73737  0.43
C 0.10494 -1.48260 0.21894  0.43
H 1.92297 1.00064 0.00406  0.13
H -0.88830 1.81994 0.68832  0.20
H -1.64361 0.28078 1.35820  0.19
H -0.85274 -2.04156 0.18213  0.13

SMILES   O=CC1(C=O)CO1
Net charge   0
Frontier orbital gap   0.3904 Eh
DFT total energy   -10352.840 eV



Molecular formula: C4H7NO
Method: DFT, wB97M-V/def2-TZVPD

Each line ends with the natural charge from an NBO analysis.
Atoms and positions in Å:
O 1.92431 -0.48534 1.45946  -0.57
N 0.57374 0.71313 0.08098  -0.46
C 0.15194 0.39533 -1.27739  -0.23
C 1.77644 0.46666 0.71791  0.53
C -1.60986 -0.46909 0.37334  -0.62
C -0.18167 -0.50438 -0.11253  -0.10
H -1.65699 -0.81758 1.40629  0.22
H 2.55003 1.23211 0.59431  0.13
H 0.84901 0.16897 -2.08462  0.21
H -2.27831 -1.08687 -0.23672  0.21
H -0.63583 1.09409 -1.58869  0.21
H -1.97403 0.56538 0.33716  0.21
H 0.51123 -1.27241 0.33051  0.25

SMILES   C[C@H]1CN1C=O
Net charge   0
Frontier orbital gap   0.3957 Eh
DFT total energy   -7797.388 eV



Energy relative to the best compared isomer or geometry (same formula, charge and spin) across the listed records, respectively: 4.5643, 2.3726, 2.2560 eV.